[1]
A single C4H7NO molecule at a distorted geometry, computed with the ωB97M-V functional and the def2-TZVPD basis.

The geometry in XYZ format:
```
13
C4H7NO, DFT the ωB97M-V functional and the def2-TZVPD basis
C 1.61974 -0.02562 0.21307
C 0.19298 0.47302 0.46061
N -0.22745 1.35921 -0.58186
C -0.91848 -0.55630 0.45183
C -1.35839 -0.81923 -0.79542
O -1.10470 0.02425 -1.75241
H 1.67694 -0.46307 -0.78828
H 1.92082 -0.78102 0.94617
H 2.33449 0.80642 0.25906
H 0.11953 0.95203 1.45500
H -1.08977 1.78725 -0.20821
H -1.33781 -0.96892 1.35138
H -1.82791 -1.78802 -1.01094
```

Summary:
HOMO energy	-8.454	eV
energy relative to the best compared isomer or geometry (same formula, charge and spin)	442.8	kJ/mol
HOMO-LUMO gap	7.68	eV
electronic energy	-286.46300	hartree

***

[2]
A single C5H8O molecule, computed with the ωB97M-V functional and the def2-TZVPD basis.

The geometry in XYZ format:
```
14
C5H8O, DFT the ωB97M-V functional and the def2-TZVPD basis
C 0.58886 1.33672 0.95002
C 0.46371 0.17121 0.32322
C 1.43066 -0.31331 -0.72373
C -0.76726 -0.67517 0.51076
C -1.80677 -0.29841 -0.53670
O -1.80975 0.75021 -1.13322
H -0.13841 1.66061 1.69111
H 1.39320 2.02798 0.71337
H 0.89561 -0.66249 -1.61551
H 2.02433 -1.15871 -0.35244
H 2.11837 0.47917 -1.03032
H -0.56715 -1.75337 0.44059
H -1.22989 -0.51124 1.49509
H -2.59550 -1.05321 -0.73225
```

Summary:
HOMO energy	-9.482	eV
energy relative to the best compared isomer or geometry (same formula, charge and spin)	102.5	kJ/mol
SMILES	C=C(C)CC=O
HOMO-LUMO gap	10.46	eV
electronic energy	-270.51886	hartree

***

[3]
A single C18H17FN2O3S molecule, computed with the ωB97M-V functional and the def2-TZVPD basis.

The geometry in XYZ format:
```
42
C18H17FN2O3S, DFT the ωB97M-V functional and the def2-TZVPD basis
C -5.58990 -0.17322 1.86686
C -5.70313 0.57893 0.54708
O -4.68428 1.55887 0.39932
C -3.41738 1.27305 0.06511
C -2.56285 2.36750 0.08099
C -1.22296 2.25656 -0.27045
C -0.70480 1.04921 -0.65628
S 1.02881 0.97648 -1.06489
O 1.25247 0.26093 -2.28778
O 1.56383 2.30584 -0.94831
N 1.60358 0.01664 0.19494
C 2.60538 -0.99034 -0.09777
C 4.02868 -0.52310 0.06877
C 4.41195 0.73503 -0.38324
C 5.71809 1.16671 -0.23818
C 6.63657 0.32349 0.35991
F 7.91346 0.73764 0.50593
C 6.28395 -0.93286 0.81664
C 4.97254 -1.34763 0.66886
C -1.51487 -0.09643 -0.69678
C -1.03405 -1.36028 -1.10037
C -1.88050 -2.43472 -1.11328
C -3.20973 -2.23881 -0.70721
N -3.68787 -1.08572 -0.33422
C -2.89170 0.00000 -0.32334
H -6.46189 -0.80707 1.99763
H -4.70009 -0.79626 1.86756
H -5.53470 0.52968 2.69458
H -5.69038 -0.11958 -0.29189
H -6.62613 1.16578 0.52688
H -2.97510 3.32028 0.37252
H -0.57236 3.11620 -0.25344
H 1.83841 0.59334 0.98862
H 2.41567 -1.86175 0.53906
H 2.43826 -1.27576 -1.14140
H 3.68346 1.38153 -0.84862
H 6.02679 2.14019 -0.58396
H 7.02552 -1.56470 1.27927
H 4.68216 -2.32629 1.02202
H -0.00646 -1.44477 -1.41102
H -1.54615 -3.41236 -1.42270
H -3.91230 -3.06223 -0.68743
```

Summary:
HOMO energy	-8.519	eV
energy relative to the best compared isomer or geometry (same formula, charge and spin)	132.7	kJ/mol
SMILES	CCOc1ccc(S(=O)(=O)NCc2ccc(F)cc2)c2cccnc12
HOMO-LUMO gap	8.33	eV
electronic energy	-1529.38648	hartree

***

[4]
2 unconnected molecules or ions with the total composition C3H13N2O at a distorted geometry, computed with the ωB97M-V functional and the def2-TZVPD basis.

The geometry in XYZ format:
```
19
C3H13N2O, DFT the ωB97M-V functional and the def2-TZVPD basis
C 1.66247 0.47256 -0.76974
N 1.96957 0.13700 0.52648
C 0.37899 1.26996 -0.78341
N -0.57407 0.28418 -0.10778
C -1.58342 -0.22279 -1.13647
H 2.42967 0.94662 -1.48129
H 1.44673 -0.41178 -1.39819
H 3.01802 -0.03349 0.67668
H 1.64310 -0.94485 0.61659
H 0.42332 2.10323 -0.01613
H -0.12021 1.61031 -1.73416
H -1.21396 0.77891 0.57127
H -0.22462 -0.61389 0.25041
H -2.30280 0.53343 -1.35394
H -1.15730 -0.30139 -2.20772
H -2.19876 -1.00996 -0.68262
H -1.80574 -1.38903 3.52169
H -0.40837 -1.66630 2.90141
O -1.38261 -1.54273 2.60693
```

Summary:
spin multiplicity	2
HOMO energy (spin up / spin down)	-18.503 / -18.496	eV
⟨S²⟩	0.754
total charge	+2
energy relative to the best compared isomer or geometry (same formula, charge and spin)	379.6	kJ/mol
HOMO-LUMO gap (spin up / spin down)	9.95 / 4.13	eV
electronic energy	-306.01047	hartree

***

[5]
A molecular structure, C20H34BrN3OPdSSi, computed with the ωB97M-V functional and the def2-TZVPD basis.

The geometry in XYZ format:
```
62
C20H34BrN3OPdSSi, DFT the ωB97M-V functional and the def2-TZVPD basis
Pd -1.96736 0.41358 2.51433
N 1.83441 2.36951 4.01939
C 0.72675 1.52519 3.79232
S -0.70826 2.30786 3.22170
N 0.95898 0.27377 4.07362
N -0.14490 -0.53831 3.93520
C 0.05253 -1.77366 4.16694
C -0.91370 -2.86308 4.06122
C -0.43949 -4.11875 4.46047
C -1.19856 -5.27824 4.44748
C -2.52231 -5.17954 4.00214
C -3.03644 -3.97432 3.58890
C -2.28428 -2.74078 3.57677
O -2.84257 -1.68561 3.16602
H 1.81550 3.16006 3.39125
H 2.69694 1.84199 3.97848
H 1.06182 -2.08057 4.48021
H 0.59181 -4.17036 4.80403
H -0.77942 -6.22414 4.77070
H -3.15455 -6.06424 3.97771
H -4.06060 -3.89849 3.23768
C -0.33719 -1.85110 -2.86050
C -0.22778 -0.35679 -3.20530
C 0.94437 -0.16190 -4.17976
C -1.52531 -0.00212 -3.94346
Si -0.05451 0.71060 -1.59079
Br -1.42374 -0.03063 -0.02673
C 1.71620 0.55916 -0.80620
C 2.77198 1.40294 -1.53756
C 2.18103 -0.90425 -0.83371
C 1.70570 0.96636 0.68349
C -0.57106 2.55387 -1.86987
C -2.09868 2.69827 -1.98211
C 0.07488 3.18545 -3.11166
C -0.16960 3.37865 -0.63326
H -0.49388 -2.42388 -3.78526
H -1.18319 -2.03453 -2.19507
H 0.55330 -2.24332 -2.37511
H 0.75645 -0.73127 -5.10116
H 1.88583 -0.52190 -3.76135
H 1.08066 0.88511 -4.46091
H -1.66692 -0.70082 -4.77968
H -1.50461 1.00601 -4.35872
H -2.39330 -0.08822 -3.28484
H 2.84493 1.16189 -2.60285
H 3.75684 1.22009 -1.08817
H 2.56922 2.47142 -1.44561
H 2.36943 -1.26570 -1.84652
H 1.45313 -1.56074 -0.34975
H 3.12028 -0.98963 -0.27350
H 1.47394 2.01666 0.84718
H 2.70120 0.77279 1.10228
H 0.98030 0.39349 1.26206
H -2.51845 2.18827 -2.84748
H -2.34596 3.76459 -2.07314
H -2.59067 2.31652 -1.08622
H -0.27580 2.72573 -4.03947
H 1.16562 3.11566 -3.09268
H -0.18675 4.25141 -3.15700
H -0.54117 2.94319 0.30086
H -0.59564 4.38631 -0.72432
H 0.91263 3.49050 -0.55267
```

Summary:
HOMO energy	1.034	eV
total charge	-2
energy relative to the best compared isomer or geometry (same formula, charge and spin)	1.1	kJ/mol
HOMO-LUMO gap	3.18	eV
electronic energy	-4411.60935	hartree

***

[6]
A single C21H24N2O3 molecule at a distorted geometry, computed with the ωB97M-V functional and the def2-TZVPD basis.

The geometry in XYZ format:
```
50
C21H24N2O3, DFT the ωB97M-V functional and the def2-TZVPD basis
C 2.12672 -5.70233 -1.85403
C 1.11361 -4.75316 -1.22642
C 0.22792 -5.26849 -0.22516
C -0.73764 -4.40117 0.31448
C -0.86293 -3.08043 -0.11341
C 0.04815 -2.55444 -1.07221
C 1.01486 -3.42407 -1.65028
N -0.08278 -1.21387 -1.42369
C 1.01428 -0.33022 -1.48888
O 0.75352 0.81846 -1.83640
C 2.42358 -0.56931 -1.02450
C 2.91297 0.53674 -0.05674
C 1.83508 0.89265 1.01170
O 1.64496 0.05455 1.87898
N 1.10086 2.06287 0.98401
C -0.03940 2.33837 1.85590
C -0.44313 3.76893 1.61533
C -1.48146 4.01501 0.68745
C -1.87920 5.33470 0.50704
C -1.17163 6.38202 1.12270
C -0.08901 6.13322 1.98015
C 0.22830 4.80174 2.25148
C -1.47315 -0.68202 -1.35186
C -2.02534 -1.00190 0.04413
C -3.50563 -0.57500 0.10837
O -1.91249 -2.39756 0.41457
H 3.12511 -5.49925 -1.48741
H 2.12105 -5.67598 -2.95837
H 1.88826 -6.73037 -1.57000
H 0.28756 -6.30793 0.06001
H -1.38770 -4.78326 1.05591
H 1.67093 -3.06944 -2.41120
H 2.45561 -1.45828 -0.44265
H 3.05521 -0.67794 -1.89963
H 3.85050 0.26029 0.40328
H 3.13269 1.43026 -0.64428
H 1.11817 2.52834 0.10524
H -0.85706 1.65630 1.61389
H 0.21452 2.15152 2.92127
H -1.93648 3.17859 0.15599
H -2.72973 5.51311 -0.14600
H -1.53058 7.40599 0.89815
H 0.51073 6.91107 2.46657
H 0.99651 4.56377 2.94998
H -2.06508 -1.14136 -2.15328
H -1.48932 0.39257 -1.52491
H -1.46118 -0.41787 0.78371
H -4.09837 -1.14591 -0.65071
H -3.97554 -0.75404 1.10219
H -3.63687 0.48449 -0.08051
```

Summary:
HOMO energy	-7.998	eV
energy relative to the best compared isomer or geometry (same formula, charge and spin)	133.4	kJ/mol
SMILES	Cc1ccc2c(c1)N(C(=O)CCC(=O)NCc1ccccc1)C[C@@H](C)O2
HOMO-LUMO gap	8.76	eV
electronic energy	-1149.87703	hartree

***

[7]
A single C2H2N4O molecule at a distorted geometry, computed with the ωB97M-V functional and the def2-TZVPD basis.

The geometry in XYZ format:
```
9
C2H2N4O, DFT the ωB97M-V functional and the def2-TZVPD basis
O 1.97091 -0.04998 -1.72734
C 1.10856 0.06861 -0.91955
N 1.14255 -0.36411 0.41463
C 0.03672 -0.40754 0.99869
N -1.13676 0.03425 0.47082
N -1.17803 0.45890 -0.83116
N -0.09449 0.60092 -1.45637
H 0.13369 -0.54267 2.14044
H -1.98317 0.20162 0.90985
```

Summary:
HOMO energy	-9.852	eV
energy relative to the best compared isomer or geometry (same formula, charge and spin)	41.8	kJ/mol
SMILES	O=c1nc[nH]nn1
HOMO-LUMO gap	9.58	eV
electronic energy	-371.60446	hartree

***

[8]
2 unconnected molecules or ions with the total composition C4H9N, computed with the ωB97M-V functional and the def2-TZVPD basis.

The geometry in XYZ format:
```
14
C4H9N, DFT the ωB97M-V functional and the def2-TZVPD basis
C -1.87106 0.55462 -0.26977
C -0.60583 -0.09625 0.14273
C 0.00991 -1.39131 0.46700
N 0.58956 -0.32564 -0.34372
C 1.75670 0.04779 -0.79569
H -2.53395 0.65906 0.59569
H -1.68287 1.55703 -0.66744
H -2.40537 -0.02786 -1.03451
H 0.65948 1.22112 1.35600
H -0.22875 -2.31301 -0.07464
H 0.48078 -1.54290 1.44426
H 1.83719 0.98388 -1.33300
H 1.39933 1.29844 1.19248
H 2.59488 -0.62499 -0.67938
```

Summary:
HOMO energy	-7.006	eV
energy relative to the best compared isomer or geometry (same formula, charge and spin)	438.8	kJ/mol
HOMO-LUMO gap	8.12	eV
electronic energy	-212.38403	hartree